No. 1
Below is a 2-piece molecular cluster, C2H3NO3 overall in a non-equilibrium geometry, with properties calculated with ωB97M-V/def2-TZVPD.

Each line ends with the natural charge from an NBO analysis.
Atoms and positions in Å:
C1 -0.31 -2.13 -0.22  1.017
C2 0.42 1.10 -0.18  -0.523
N1 -0.58 1.60 0.79  0.153
O1 -1.31 -1.71 -0.64  -0.520
O2 0.66 -2.63 0.12  -0.497
O3 -1.04 0.64 1.41  -0.288
H1 1.43 1.27 0.26  0.236
H2 0.26 0.03 -0.42  0.199
H3 0.47 1.83 -1.10  0.223

Total charge ... 0
Energy ... -9753.053 eV
Energy above the lowest of the compared OMol25 structures with the same formula, charge and spin ... 3.0362 eV
Molar mass ... 89.05 g/mol
HOMO level ... -9.7 eV
Frontier orbital gap ... 9.4 eV



No. 2
Below is a 2-piece molecular cluster, C2H3NO3 overall in a non-equilibrium geometry, with properties calculated with ωB97M-V/def2-TZVPD.

Each line ends with the natural charge from an NBO analysis.
Atoms and positions in Å:
C1 -0.86 0.47 0.60  -0.235
C2 -0.86 -0.01 -0.50  -0.239
N1 2.25 -1.94 -0.37  0.743
O1 3.23 -2.51 -0.05  -0.333
O2 1.94 -0.84 0.41  -0.555
O3 1.49 -2.18 -1.26  -0.394
H1 -0.89 0.94 1.54  0.246
H2 1.06 -0.45 0.18  0.511
H3 -0.88 -0.51 -1.42  0.255

Total charge ... 0
Energy ... -9749.111 eV
Energy above the lowest of the compared OMol25 structures with the same formula, charge and spin ... 6.9785 eV
Molar mass ... 89.05 g/mol
HOMO level ... -11.6 eV
Frontier orbital gap ... 12.3 eV



No. 3
Below is a 2-piece molecular cluster, C2H3NO3 overall in a non-equilibrium geometry, with properties calculated with ωB97M-V/def2-TZVPD.

Each line ends with the natural charge from an NBO analysis.
Atoms and positions in Å:
C1 -2.28 -0.14 -1.07  1.028
C2 1.55 -0.16 0.54  -0.517
N1 0.08 -0.02 0.58  0.139
O1 -2.82 0.59 -0.35  -0.503
O2 -1.78 -0.87 -1.81  -0.528
O3 -0.23 1.14 0.64  -0.287
H1 1.99 0.55 1.21  0.218
H2 1.61 0.11 -0.53  0.236
H3 1.88 -1.21 0.80  0.214

Total charge ... 0
Energy ... -9753.160 eV
Energy above the lowest of the compared OMol25 structures with the same formula, charge and spin ... 2.9296 eV
Molar mass ... 89.05 g/mol
HOMO level ... -9.5 eV
Frontier orbital gap ... 9.3 eV



No. 4
Below is an isolated molecule of C2H3NO3 in a non-equilibrium geometry, with properties calculated with ωB97M-V/def2-TZVPD.

Each line ends with the natural charge from an NBO analysis.
Atoms and positions in Å:
N1 -0.21 0.47 -0.02  -0.691
C1 0.19 -0.76 -0.53  0.886
C2 0.35 1.09 1.05  0.580
O1 -0.77 -1.22 -1.34  -0.684
O2 1.29 -1.23 -0.43  -0.561
O3 1.43 1.06 1.53  -0.501
H1 -0.41 -1.97 -1.85  0.505
H2 -1.24 0.87 0.18  0.428
H3 -0.63 1.70 1.41  0.038

Total charge ... 0
Energy ... -9754.716 eV
Energy above the lowest of the compared OMol25 structures with the same formula, charge and spin ... 1.3737 eV
Molar mass ... 89.05 g/mol
HOMO level ... -10.5 eV
Frontier orbital gap ... 11.0 eV



No. 5
Below is C2H3NO3P as an isolated structure in a non-equilibrium geometry, with properties calculated with ωB97M-V/def2-TZVPD.

Each line ends with the natural charge from an NBO analysis.
Atoms and positions in Å:
C1 -0.11 0.47 0.31  -0.482
C2 -0.09 -0.47 -0.69  -0.086
N1 0.07 -0.29 -2.16  -0.022
O1 -2.59 -1.66 -3.67  -1.123
O2 -0.11 0.87 -2.60  -0.409
O3 -1.21 -3.18 -2.33  -1.141
P1 -1.70 -1.85 -2.52  1.700
H1 -0.28 0.13 1.25  0.179
H2 -0.34 1.46 0.10  0.187
H3 -0.13 -1.43 -0.27  0.197

Total charge ... -1
Energy ... -19042.794 eV
Energy above the lowest of the compared OMol25 structures with the same formula, charge and spin ... 4.7863 eV
Molar mass ... 120.02 g/mol
HOMO level ... -3.9 eV
Frontier orbital gap ... 7.0 eV



No. 6
Below is an isolated molecule of C2H3NO3S in a non-equilibrium geometry, with properties calculated with ωB97M-V/def2-TZVPD.

Each line ends with the natural charge from an NBO analysis.
Atoms and positions in Å:
C1 -0.06 0.78 0.37  -0.401
C2 0.43 0.50 1.76  0.352
N1 0.41 -1.52 -0.20  -1.083
O1 -1.39 -1.02 1.46  -0.908
O2 -2.12 -0.67 -0.91  -0.876
O3 -0.34 1.44 1.52  -0.381
S1 -1.09 -0.70 0.12  2.224
H1 0.38 1.20 -0.51  0.231
H2 1.08 -0.91 0.26  0.416
H3 0.49 -2.00 -1.15  0.424

Total charge ... 0
Energy ... -20584.671 eV
Energy above the lowest of the compared OMol25 structures with the same formula, charge and spin ... 5.5358 eV
Molar mass ... 121.12 g/mol
HOMO level ... -10.5 eV
Frontier orbital gap ... 10.7 eV



No. 7
Below is an isolated molecule of C2H3NOS in a non-equilibrium geometry, with properties calculated with ωB97M-V/def2-TZVPD.

Each line ends with the natural charge from an NBO analysis.
Atoms and positions in Å:
C1 1.84 -0.13 0.07  -0.075
C2 -2.00 0.23 -0.02  0.242
H1 2.00 -1.24 0.21  0.164
H2 2.81 0.49 -0.19  0.199
H3 -1.60 1.30 0.10  0.149
N1 0.66 0.37 -0.10  -0.541
O1 -3.13 -0.18 0.00  -0.514
S1 -0.59 -0.84 -0.07  0.376

Total charge ... 0
Energy ... -16493.749 eV
Energy above the lowest of the compared OMol25 structures with the same formula, charge and spin ... 1.4497 eV
Molar mass ... 89.12 g/mol
HOMO level ... -9.7 eV
Frontier orbital gap ... 10.1 eV



No. 8
Below is an isolated molecule of C2H3NOS in a non-equilibrium geometry, with properties calculated with ωB97M-V/def2-TZVPD.

Each line ends with the natural charge from an NBO analysis.
Atoms and positions in Å:
C1 0.35 1.28 -1.09  -0.108
C2 -0.27 -1.26 0.97  0.031
H1 0.13 1.61 -2.11  0.213
H2 0.86 1.95 -0.35  0.188
H3 -0.45 -1.94 0.19  0.185
N1 -0.02 0.13 -0.68  -0.130
O1 0.29 -0.12 0.66  -0.363
S1 -0.89 -1.66 2.40  -0.016

Total charge ... 0
Energy ... -16492.513 eV
Energy above the lowest of the compared OMol25 structures with the same formula, charge and spin ... 2.6852 eV
Molar mass ... 89.12 g/mol
HOMO level ... -8.9 eV
Frontier orbital gap ... 9.2 eV